Record 1
This record from OMol25 describes a molecular structure, C6H6OS. The level of theory is the ωB97M-V functional and the def2-TZVPD basis.

The geometry in ORCA input format:
```
! RIJCOSX wB97M-V def2-TZVPD def2/J DEFGRID3
* xyz 0 1
C -1.71167 0.68375 1.08118
C -0.55183 0.22989 0.33894
C 0.60482 0.83962 0.06635
C 1.82022 0.07036 -0.50113
C 0.95816 -1.13661 -1.10081
C -0.34358 -1.00836 -0.43734
H -1.70535 0.08627 2.06559
H -2.57779 0.11840 0.42145
H -1.77304 2.01759 0.86811
H 0.61939 2.02562 0.29494
H 2.26252 0.56895 -1.33289
H 2.46212 -0.14685 0.38942
O 1.31853 -2.07147 -1.68443
S -1.38251 -2.27717 -0.46939
*
```

Orbital gap   7.54 eV
E_tot   -705.52812 a.u.
Maximum force   0.0987 hartree/bohr

Atom charges from the natural (NBO) analysis, given in e for atoms 1 to 4: C -0.658; C -0.112; C -0.077; C -0.552

---

Record 2
This record from OMol25 describes a molecular structure, C3H5O4Zn. The level of theory is the ωB97M-V functional and the def2-TZVPD basis.

The geometry in ORCA input format:
```
! RIJCOSX wB97M-V def2-TZVPD def2/J DEFGRID3
* xyz 0 2
O 0.32924 2.11249 -0.74697
C 0.61762 0.95207 -0.95613
C -0.80391 -0.77376 1.05600
O -1.26897 -0.68413 -0.24653
O 1.13661 0.09641 -0.07609
C 0.48916 0.01838 1.20017
H -0.61834 -1.81321 1.38948
H -1.52428 -0.33636 1.77434
H 1.19041 -0.47917 1.88238
H 0.27558 1.04068 1.53733
O 0.82216 0.44653 -2.19346
H 0.28748 0.94061 -2.82680
Zn -0.93275 -1.52053 -1.79373
*
```

Expectation value of S²   0.752
Orbital gap (spin up / spin down)   8.40 / 8.53 eV
E_tot   -2197.54762 a.u.
Maximum force   0.0531 hartree/bohr

Atom charges from the natural (NBO) analysis, given in e for atoms 1 to 4: O -0.612; C 0.992; C -0.070; O -1.089

---

Record 3
This record from OMol25 describes a single C3H4Si molecule. The level of theory is the ωB97M-V functional and the def2-TZVPD basis.

The geometry in ORCA input format:
```
! RIJCOSX wB97M-V def2-TZVPD def2/J DEFGRID3
* xyz 0 1
C -0.80571 0.32422 -0.30798
C 0.21476 -0.95278 0.15492
C 0.65927 0.49532 -0.29072
Si -1.52268 -1.49351 -0.47097
H -1.33396 0.83757 0.35258
H 0.57620 -1.15593 1.11002
H 0.82803 1.20763 0.53072
H 1.38408 0.73749 -1.07857
*
```

Orbital gap   8.86 eV
E_tot   -406.04636 a.u.
Maximum force   0.1049 hartree/bohr

Atom charges from the natural (NBO) analysis, given in e for atoms 1 to 4: C -0.555; C -0.679; C -0.424; Si 0.859